{
  "formula": "C25H29N4O3S3SiTi",
  "method": "ωB97M-V with the def2-TZVPD basis set",
  "elements": ["Ti", "O", "C", "O", "C", "C", "C", "C", "C", "C", "N", "C", "C", "C", "C", "C", "C", "N", "H", "H", "H", "H", "H", "H", "H", "H", "H", "H", "S", "C", "S", "C", "C", "N", "C", "N", "C", "Si", "C", "C", "C", "H", "H", "H", "H", "H", "H", "H", "H", "H", "H", "H", "O", "S", "C", "C", "C", "C", "H", "H", "H", "H", "H", "H", "H", "H"],
  "positions_angstrom": [[-0.08708, 0.20725, -0.53769], [-5.34875, 0.07702, 4.93910], [-4.08325, 0.28403, 5.36357], [-3.85719, 0.36903, 6.53621], [-3.00858, 0.31002, 4.32040], [-1.70337, 0.08510, 4.73663], [-0.65562, 0.08421, 3.83396], [-0.88982, 0.31967, 2.47939], [-2.19599, 0.57613, 2.07010], [-3.24066, 0.56409, 2.97395], [0.12705, 0.32534, 1.49602], [1.40976, 0.12504, 1.81882], [2.39246, 0.18607, 0.80849], [3.75871, -0.03359, 1.06363], [4.66082, 0.07659, 0.04164], [4.21027, 0.41266, -1.24926], [2.86979, 0.58751, -1.45256], [1.95759, 0.46448, -0.46320], [-5.36904, -0.09754, 3.99106], [-1.52162, -0.08659, 5.78927], [0.34429, -0.09292, 4.20508], [-2.39782, 0.79926, 1.03109], [-4.23447, 0.79750, 2.60756], [1.72985, -0.09446, 2.82730], [4.06939, -0.27469, 2.07196], [5.71577, -0.08358, 0.22455], [4.89828, 0.52805, -2.07486], [2.48387, 0.83553, -2.43140], [0.17439, -0.43682, -2.89612], [-1.43966, -1.05341, -2.72317], [-2.10056, -0.97505, -1.11722], [-2.12188, -1.62032, -3.76537], [-3.43929, -2.15216, -3.57648], [-4.49735, -2.58116, -3.42589], [-1.51299, -1.73612, -5.05762], [-1.00998, -1.82014, -6.09052], [-0.26673, 3.71089, 1.50184], [-0.10072, 3.62776, -0.35872], [-0.95510, 5.09937, -1.12910], [1.71453, 3.76716, -0.81303], [-0.88788, 2.05482, -1.01276], [-0.00997, 4.71045, 1.86813], [0.40192, 2.99392, 1.98627], [-1.28871, 3.48828, 1.82454], [-0.52066, 6.03074, -0.75058], [-2.02885, 5.11441, -0.91846], [-0.82770, 5.08435, -2.21613], [2.04365, 4.80517, -0.70514], [1.88127, 3.47534, -1.85542], [2.35257, 3.14724, -0.17647], [-0.90682, 2.11081, -2.10262], [-1.93362, 2.06433, -0.68861], [0.56511, -1.91079, -0.09331], [1.37072, -3.18242, -0.19168], [0.16062, -4.44080, -0.69994], [0.75831, -5.16114, -1.90125], [1.37347, -4.06041, -2.76261], [2.20716, -3.20649, -1.81207], [-0.71689, -3.84783, -0.96775], [-0.07016, -5.07583, 0.15252], [-0.00013, -5.73458, -2.43263], [1.53497, -5.85914, -1.57537], [0.58986, -3.44589, -3.21181], [1.98333, -4.46281, -3.57126], [2.28333, -2.16273, -2.11568], [3.20576, -3.61021, -1.63933]],
  "forces_ev_per_angstrom": [[-1.123, -0.424, -0.961], [-0.020, 0.122, -0.081], [0.043, -0.420, -0.002], [0.043, 0.173, 0.053], [-0.070, 0.089, 0.017], [0.120, 0.007, 0.049], [0.072, -0.028, 0.107], [0.141, 0.050, -0.077], [-0.070, 0.014, -0.091], [-0.060, 0.068, -0.048], [0.207, 0.016, 0.219], [-0.063, 0.061, 0.041], [-0.083, 0.053, -0.098], [0.110, 0.041, 0.016], [0.047, 0.004, 0.019], [0.088, -0.009, 0.018], [-0.145, 0.030, 0.157], [0.715, 0.111, 0.126], [0.001, 0.005, 0.005], [0.004, -0.004, -0.014], [-0.056, -0.018, 0.009], [-0.032, -0.017, -0.017], [0.015, -0.010, -0.011], [-0.025, 0.026, 0.053], [0.013, -0.005, -0.027], [-0.027, 0.000, -0.002], [-0.020, -0.003, 0.030], [-0.062, -0.008, -0.030], [0.084, 0.077, 0.043], [0.146, -0.126, 0.114], [-0.236, 0.097, -0.031], [-0.091, -0.158, -0.131], [0.109, 0.057, -0.106], [0.094, 0.019, 0.016], [-0.117, 0.076, 0.086], [-0.020, -0.041, 0.107], [-0.006, 0.043, 0.139], [0.047, -0.047, 0.022], [-0.115, 0.122, -0.067], [0.100, -0.044, -0.024], [0.266, 0.112, 0.339], [-0.018, -0.083, -0.020], [-0.048, 0.046, 0.013], [0.068, 0.028, 0.001], [-0.056, -0.051, -0.047], [0.086, -0.004, -0.014], [-0.027, 0.033, 0.064], [-0.011, -0.059, -0.001], [0.024, 0.031, 0.065], [-0.033, 0.045, -0.064], [-0.019, -0.058, -0.102], [-0.035, -0.012, 0.036], [0.214, -0.045, 0.223], [-0.172, 0.063, -0.096], [0.049, -0.081, -0.032], [0.029, 0.052, 0.024], [0.000, -0.010, 0.004], [-0.046, 0.063, -0.048], [-0.017, -0.020, 0.000], [-0.006, -0.014, -0.005], [-0.025, 0.014, 0.007], [-0.032, -0.024, -0.015], [0.003, -0.009, 0.018], [0.008, 0.029, 0.007], [0.064, -0.007, 0.007], [-0.022, -0.039, 0.007]],
  "lowdin_spin": [0.158, 0.000, 0.003, 0.006, 0.020, -0.003, 0.018, 0.002, 0.018, -0.001, 0.136, 0.241, 0.075, 0.050, 0.043, 0.077, 0.027, 0.102, 0.000, -0.001, 0.002, 0.001, -0.001, 0.014, 0.000, 0.001, 0.004, 0.000, -0.003, 0.001, -0.001, 0.000, 0.000, 0.000, 0.000, 0.000, 0.000, 0.001, 0.000, 0.000, 0.000, 0.000, 0.001, 0.000, 0.000, 0.000, 0.000, 0.000, 0.000, 0.000, 0.001, 0.000, 0.007, 0.001, 0.000, 0.000, 0.000, 0.000, 0.000, 0.000, 0.000, 0.000, 0.000, 0.000, 0.000, 0.000],
  "e_above_lowest_kcal_mol": 10.8,
  "lumo_energy_ev": [-1.145, -1.899],
  "homo_lumo_gap_ev": [6.27, 6.28],
  "spin_multiplicity": 2
}